(1)
132
Properties=species:S:1:pos:R:3:forces:R:3 method="wB97M-V/def2-TZVPD" multiplicity=2 lumo_ev="3.47 / 3.47" homo_lumo_gap_ev="1.59 / 5.73" charge=-2 total_energy_ha=-2975.28204
O 0.3240 0.5069 -3.1638 1.135 1.118 6.378
C 1.0496 1.0932 4.9612 -0.358 0.679 -0.765
C 1.1417 4.1343 4.1897 0.293 2.136 1.156
H 3.5005 -2.4229 -6.3415 -0.063 -0.541 -0.861
H -3.9322 -0.2559 -0.7164 0.191 0.000 0.305
H 1.8118 -1.8819 -6.5839 -0.429 -0.593 -0.073
H 0.2753 -3.9904 -6.3749 0.006 -0.873 -0.345
C -4.2356 -1.2978 -0.6140 0.772 0.911 -0.243
H -2.9392 -4.9914 3.1552 -0.345 0.365 0.000
O 2.6256 4.4725 -0.0898 1.682 -0.112 1.627
C -4.2016 2.4355 2.7920 0.822 -0.236 0.885
H 2.8825 1.4069 3.7756 0.345 0.151 0.628
C -1.5827 -4.8289 -2.5685 -1.369 -1.383 -0.008
C -1.7637 -4.9809 -4.0840 1.441 2.028 -0.291
H -0.5600 -4.7029 -2.2129 0.162 0.408 -0.327
O -3.0298 -6.3792 4.8047 -1.949 -0.308 0.576
C 0.6387 -5.4602 -4.6730 -0.401 0.452 -1.199
O -1.7210 3.5348 -5.0245 0.022 0.331 -1.270
H -0.7748 -3.5728 4.3818 -0.012 -0.161 0.034
H 2.7389 5.4807 -1.8106 -0.077 0.590 -0.245
H 7.3569 5.7932 0.0503 0.400 -0.226 0.153
H -2.9206 -7.7514 3.1613 -0.606 0.531 -0.224
H 4.8672 4.3047 0.6179 0.400 0.154 0.746
H -1.7274 -7.7901 4.3957 0.453 -0.412 -0.238
H -4.5312 -7.9295 5.3715 0.539 -0.086 -0.146
H 2.6909 -1.8762 -5.0702 -0.890 0.205 0.483
C 0.8180 -4.1199 -5.4385 0.078 0.770 1.272
H 3.4136 1.8221 -4.3402 0.429 0.054 0.328
H 1.2493 0.0333 4.8034 0.209 -0.053 0.065
C 1.9333 1.9058 3.9708 -0.168 -0.740 -0.876
H -3.9305 -1.6972 0.3532 -0.111 0.089 0.265
C -1.8525 4.3031 -2.1313 1.079 -0.453 -0.282
O -3.8730 3.7311 3.3201 -0.587 0.312 -0.674
N 5.4708 4.8969 0.0657 0.446 0.478 -0.039
O 3.1851 1.1859 -6.2767 2.701 1.089 -0.404
H 6.0437 5.1638 4.7882 0.819 -0.214 -0.217
C 6.5527 5.6468 0.7714 -1.149 -0.473 -0.084
H 3.5127 3.1400 -5.4740 0.056 0.181 -0.288
H -0.7369 2.3473 4.8417 0.619 0.549 -0.584
H -3.6108 3.6936 4.2428 -0.018 -0.462 -0.122
N -0.7965 -5.8250 -4.7653 0.172 -0.937 -0.011
O -2.8482 5.2012 -1.8222 -1.755 1.649 0.626
O -1.0865 1.2881 -1.3409 -0.259 0.348 -0.124
H -1.1228 0.9079 5.3800 0.492 -1.121 0.190
O 2.1957 -3.8095 -5.5989 -0.369 -0.550 -0.444
H -4.8146 1.8744 3.4974 -0.284 -0.008 0.015
H -2.2331 -4.0594 -2.1527 0.179 0.490 -0.237
H -0.6952 1.0208 3.6687 0.044 0.128 -0.098
O -2.5371 -2.6270 4.4142 -0.605 -1.419 -0.372
C -1.6063 -3.7111 2.3623 0.622 0.221 1.054
H -5.0681 -6.4442 4.5095 -0.284 -0.320 -0.016
H 3.6467 4.0853 -1.9104 0.319 -0.768 0.566
H -0.7718 -2.0874 3.4571 0.010 0.342 -0.052
H -2.3665 3.3904 -2.4328 0.655 -0.070 0.074
O -0.9139 1.9281 0.8243 0.469 -1.116 -1.193
C 3.3893 4.8630 -1.1913 -0.891 0.321 -0.842
O 2.1903 3.2505 4.2943 0.769 -1.824 -0.140
H -1.6100 -3.9996 -4.5330 -0.158 0.415 0.234
C 7.0294 4.9088 2.0604 -0.714 -0.757 -1.192
N 1.1957 1.4167 6.3406 1.075 0.159 1.985
H -2.1313 3.8443 -7.1381 0.107 0.686 0.271
C 2.4813 -2.4723 -5.9584 1.432 0.826 1.054
H 0.3326 -3.3614 -4.8244 0.188 0.426 0.281
O 0.6773 0.5972 -5.3523 0.384 0.144 -0.628
C 1.7733 3.3958 -0.2629 -1.813 -0.307 -0.067
C 3.8123 2.1041 -5.3146 -2.200 -1.527 -0.765
C -1.3649 -0.4437 -4.3101 4.352 1.890 -2.863
H -5.9586 -2.1331 -0.4974 -0.213 -0.030 -0.148
O 5.8734 4.4361 2.7814 1.824 -0.869 -0.797
O 0.1503 -0.9997 0.9976 -1.122 1.587 -0.814
H 4.1570 6.6191 -0.3933 0.388 0.314 0.787
H 1.3164 -6.1845 -5.1248 -0.552 -0.468 -0.560
H 5.3533 6.2426 3.5254 0.729 0.603 0.042
H -2.9157 2.5578 -6.2725 0.143 -0.279 -0.245
C -2.3419 -7.1006 3.8168 2.226 -0.483 0.090
H -0.6146 -3.6710 1.9117 0.032 -0.663 -0.390
O -1.8937 -0.9042 -5.3172 -1.660 -0.936 -0.649
H -3.6395 -1.8033 -1.3738 -0.421 -0.335 -0.335
H 2.1183 1.2573 6.7195 0.354 -0.564 -0.216
C -1.3641 -2.9727 3.6885 -0.045 -0.335 0.100
H 2.2456 1.0156 -6.1768 -0.920 0.243 1.309
H -2.1608 -2.9842 1.7688 -0.577 -0.647 -0.416
H -2.6309 -6.9365 -0.1570 -0.284 -0.345 -0.708
C -3.2273 -1.5293 3.8954 0.588 1.401 0.317
H -1.0273 -6.7784 -4.5247 0.668 -0.198 0.057
H -2.4967 5.9237 -1.2967 0.023 -0.076 -0.039
H 2.1991 2.4348 -0.5515 0.446 0.289 -0.884
H -1.2117 2.4028 -6.7621 0.151 -0.153 0.399
H -4.5321 -6.3252 6.1782 -0.011 -0.229 0.008
B -0.7516 0.0899 -2.1883 0.120 -0.452 -2.818
C 4.5829 5.6879 -0.7669 -0.218 -0.784 -0.920
O -5.6402 -1.2772 -0.7935 -0.158 -0.607 0.121
H -1.1703 4.1900 -1.2888 -0.133 -0.655 0.153
H 0.5219 4.1012 5.0858 -0.315 0.042 0.108
H 0.9688 3.7954 -0.8803 -0.148 -0.912 -0.793
H 1.7524 5.0352 4.2485 -0.794 0.845 -0.060
H 4.4774 5.0085 4.1127 -0.124 -0.825 -0.034
H -0.5130 -5.7881 3.5871 -0.149 0.037 0.719
H -3.2801 -5.3083 -0.5210 0.067 0.151 0.153
H 4.8953 2.0062 -5.3888 -0.130 -0.155 -0.001
H -4.7121 2.4789 1.8300 0.102 0.534 0.168
O -0.3146 -0.9367 -1.2011 -0.285 1.500 1.726
H 6.1770 6.6553 0.9445 -0.030 0.287 0.621
H 1.4966 1.8898 2.9723 -0.568 -0.145 -0.105
H -4.2115 -1.3958 4.3443 0.154 -0.318 0.408
H -1.2421 4.6988 -2.9430 0.067 -0.270 -0.329
H -3.4020 -1.4272 2.8244 0.304 -0.709 -0.335
C -0.0063 0.2618 -4.3605 -4.322 -2.507 -3.279
H 7.5949 4.0336 1.7403 -0.394 -0.409 -0.198
C -0.4033 1.3232 4.6744 -1.856 0.358 -0.437
C -2.4425 -5.9908 -0.6651 1.715 0.532 -0.424
C 5.5126 5.2105 3.8375 -2.270 1.698 0.900
C -1.3643 -6.1490 3.0100 -1.056 0.356 -0.365
H 0.4756 4.2335 3.3327 0.354 -0.910 -0.541
C -0.7714 1.1307 -0.1020 -0.611 -0.370 1.476
H -3.2747 1.8751 2.6695 0.032 -0.140 -0.289
H -2.5666 -0.7087 4.1751 -0.461 0.853 -0.187
H 1.0723 -5.4220 -3.6737 -0.341 0.624 0.444
H -0.8915 -6.5913 2.1331 -0.132 -0.878 0.130
N -2.1994 -5.0747 2.4727 -0.181 1.275 0.090
O -1.8442 -0.4566 -3.0711 0.318 0.607 3.295
H -2.7800 -5.2052 -4.4081 0.016 -0.514 0.494
H 1.1104 2.4034 6.5387 -0.527 0.320 -0.459
H 7.7886 5.3925 2.6749 -0.504 0.823 0.218
H 5.0277 5.9157 -1.7356 0.520 0.335 -0.015
C -0.2857 -0.3747 0.0319 1.522 -2.035 -0.498
C -1.9672 3.0854 -6.3730 -0.608 -0.659 0.617
H -1.0203 4.1898 -5.0632 0.195 -0.108 0.112
H 1.2249 3.0909 0.6283 0.393 0.734 0.670
O -2.0543 -6.0758 -2.0302 -0.961 -1.258 0.044
C -4.3744 -6.8588 5.2409 1.481 1.673 -0.881
H -1.5098 -5.6485 -0.2167 -0.356 0.636 0.985



(2)
90
Properties=species:S:1:pos:R:3:forces:R:3 method="wB97M-V/def2-TZVPD" multiplicity=4 lumo_ev="-8.51 / -6.90" homo_lumo_gap_ev="5.07 / 6.69" charge=+2 total_energy_ha=-3717.40381
C -0.3942 -2.6577 1.3188 -0.148 -0.079 -0.330
C 1.7431 4.3771 1.2158 -0.049 -0.294 -0.101
N 0.5390 -3.7478 -0.2041 0.571 -0.464 0.227
H 5.7630 -2.2582 -3.0404 -0.111 -0.049 0.031
Mn -1.1936 -0.0717 0.2244 0.094 0.115 -0.047
H -2.6347 0.6647 2.9748 0.026 0.044 -0.046
N 0.4370 -3.6431 1.1556 -0.068 0.009 -0.664
C -2.0213 0.4673 -4.4458 -0.006 -0.010 0.005
O -5.2062 -0.5999 -1.8080 -0.494 0.384 0.401
H 1.2376 0.7855 -1.4749 -0.299 0.124 -0.243
N 5.7248 1.0094 -0.7120 -0.017 -0.582 -0.399
H 0.5467 -1.1521 3.2430 -0.036 -0.164 0.086
C 3.6026 2.7252 0.8534 0.082 0.177 -0.157
H -0.7714 -2.3472 2.2796 -0.022 -0.055 -0.214
N 0.6999 3.5653 0.5350 0.329 0.655 -0.148
C 2.7207 -4.0007 -1.3925 -0.126 0.120 0.103
H 1.7952 -5.3449 0.0345 0.030 -0.104 0.151
H -6.2811 0.5905 2.3045 0.054 -0.102 -0.065
H -1.8054 -0.5423 3.9772 0.015 -0.033 -0.016
C 0.5712 -0.1582 2.8110 -0.320 0.121 0.154
N -0.8017 -2.1001 0.1234 -0.466 0.533 0.548
F -7.5264 2.7550 1.7080 0.024 -0.051 -0.082
C 3.9118 2.3309 3.5786 0.027 -0.040 -0.011
H 3.5330 2.9119 -0.2187 -0.037 -0.057 0.178
H -3.7961 1.4698 -3.7485 0.057 -0.041 -0.025
H -5.5833 -1.6802 1.6948 -0.146 -0.037 0.074
C 4.9528 -1.0066 -0.8546 -0.062 -0.075 -0.159
N -0.7664 2.0414 0.1103 -0.433 -0.580 -0.239
C 2.8272 3.4623 1.7439 0.013 0.073 -0.019
C 1.8037 0.3212 -0.6902 -0.004 -0.097 0.263
C 4.4465 1.7190 1.3154 0.071 -0.062 0.001
N 0.4931 3.6498 -0.8112 -0.069 -0.277 0.609
H 1.2741 4.9392 2.0173 -0.068 0.050 0.055
C -2.6405 0.7075 -2.1270 0.034 0.084 -0.120
H 2.9858 -2.5790 0.2083 0.027 -0.042 -0.134
H 2.1100 5.0752 0.4730 0.011 0.060 -0.152
C -0.6027 -0.4713 -2.7349 0.098 0.030 -0.025
C -0.0563 2.6305 1.0709 -0.057 0.108 -0.015
C -5.7846 0.1344 -1.0180 0.217 -0.286 -0.165
O -3.0698 -1.7138 2.0282 0.214 0.154 -0.272
C 1.5181 -4.6971 -0.7884 -0.094 0.297 0.095
C 3.2061 -4.4517 -2.6097 0.074 -0.114 -0.139
H 2.4267 3.8686 3.8193 0.088 -0.080 -0.108
C -3.6255 -1.0627 1.1799 -0.180 0.213 -0.295
H -0.3248 -2.7617 -1.8832 0.066 -0.037 0.269
H -1.3264 1.1763 4.0686 0.052 0.055 0.039
H 0.8668 0.5332 3.5992 -0.014 0.094 0.115
C -2.8964 0.9329 -3.4734 0.083 0.013 -0.168
O -0.7342 0.1977 2.3368 -0.160 -0.143 0.186
O 0.8966 -0.0361 0.3906 0.008 -0.116 -0.240
C -1.4922 0.0170 -1.7977 -0.128 -0.016 -0.115
H 2.1270 0.8678 1.7600 0.085 0.246 -0.032
O -7.6722 3.1743 -1.0394 0.101 -0.145 0.030
C -7.1132 2.2194 -0.5745 -0.042 0.099 -0.437
C -6.3494 0.8254 1.2498 0.637 -1.155 0.071
H 5.2746 0.7491 3.0498 -0.079 0.119 -0.048
O 4.4760 -0.4916 0.3061 -0.068 -0.013 0.381
C 4.4196 -2.2840 -1.3681 0.139 0.163 0.013
H 2.7245 -5.2899 -3.1090 0.072 0.137 0.057
H -2.2333 0.6440 -5.4935 0.023 -0.019 0.067
C 4.9184 -2.7609 -2.5811 0.078 0.022 -0.037
H 2.5279 1.0343 -0.3143 -0.075 -0.070 -0.020
C -0.3987 2.7188 -1.0302 -0.057 0.078 0.014
O -3.0438 -0.1202 0.4064 1.050 -0.427 0.760
H -5.0802 -1.9946 0.0246 -0.129 -0.187 -0.137
C 3.3460 -2.9260 -0.7592 -0.154 0.002 0.132
H 2.3046 -0.5686 -1.0596 -0.037 -0.081 0.009
C 4.9940 0.7802 0.3119 0.025 -0.084 -0.122
C 2.9996 3.2739 3.1100 -0.043 -0.048 0.126
H 1.0177 -5.3008 -1.5387 -0.125 -0.024 -0.048
H 4.7000 -4.2167 -4.1348 -0.029 0.028 0.108
C -1.6871 0.3824 3.4169 0.159 0.004 -0.048
N 5.7012 -0.1761 -1.4877 0.044 0.614 0.383
C -0.8790 -0.2335 -4.0776 -0.023 0.018 -0.140
H 2.2593 -0.8785 1.7053 0.205 -0.228 -0.054
H -0.0805 2.4050 2.1263 0.052 0.027 -0.194
C 4.3183 -3.8491 -3.1887 0.037 -0.022 -0.076
C 4.6060 1.5240 2.6848 0.029 -0.060 0.100
H -6.5681 1.4059 -2.3846 -0.052 0.049 -0.224
C 1.5640 -0.0507 1.6763 -0.073 0.048 -0.269
H 0.2965 -1.0119 -2.4807 0.049 0.143 -0.009
H 4.0702 2.2162 4.6451 -0.029 -0.009 -0.092
H -3.3295 1.0706 -1.3842 0.039 0.030 -0.041
C -0.2024 -2.8407 -0.8116 -0.061 -0.059 0.288
N -6.4829 1.2560 -1.3933 -0.020 0.111 0.236
H -0.1914 -0.6090 -4.8287 -0.084 0.063 0.056
N -5.7604 -0.0788 0.3475 -0.260 0.250 0.324
H -0.8037 2.5154 -2.0132 0.085 0.029 0.204
C -6.9797 1.9068 0.8448 -0.360 0.657 -0.130
C -5.0873 -1.2629 0.8262 0.141 0.270 0.125



(3)
100
Properties=species:S:1:pos:R:3:forces:R:3 method="wB97M-V/def2-TZVPD" e_above_lowest_kj_mol=0.0 lumo_ev=-0.37 homo_lumo_gap_ev=8.42 total_energy_ha=-3039.63138
N -7.8950 -1.2696 3.7103 -0.049 0.071 -0.151
B 4.1359 4.0191 1.5337 0.620 -0.909 -0.982
H -3.1502 0.3989 1.5065 -0.076 0.128 -0.026
H 2.0151 1.3616 5.9658 0.019 0.069 0.290
C -2.6443 -10.6941 -5.5295 -0.061 -0.108 -0.042
B 2.9195 3.4354 -1.1677 -0.063 0.023 -0.404
H 6.0273 2.2138 -1.3949 -0.694 -0.150 -0.097
N -8.7153 -0.4281 5.6892 -0.101 0.108 0.095
C 4.9433 2.1573 -1.5899 1.189 -0.041 1.025
N -2.6827 4.5137 -0.4821 -0.059 -0.170 0.069
H 8.3489 1.7633 -5.3796 -0.001 0.032 0.002
O -1.1885 -6.7568 -1.9342 0.003 -0.007 0.137
C -4.4850 0.6311 3.0944 0.035 0.005 -0.305
H 4.7231 4.0375 -3.3961 -0.126 -0.039 0.123
H -8.0194 0.2938 5.6912 0.080 -0.080 -0.016
N 8.0472 1.7392 -4.4247 -0.039 -0.099 0.029
H 4.8328 1.8060 -2.6250 -0.230 0.138 0.070
H -1.0736 -8.6530 -3.5434 -0.198 -0.043 -0.162
H 1.2318 2.5539 7.0339 0.116 -0.041 -0.012
C -0.9777 -3.3775 0.4175 0.096 -0.135 0.053
H -1.9000 -0.1308 -0.0563 0.158 -0.139 -0.075
N -1.0101 0.5476 -2.4054 -0.283 1.253 0.629
N -3.3181 0.2897 2.4861 -0.040 -0.011 0.335
H -0.6542 -0.0264 4.6113 0.347 -0.129 0.485
H -4.0028 -10.8078 -7.1197 0.012 -0.031 0.016
N -0.8944 -7.7528 -3.9481 0.276 0.243 0.394
H 5.8196 4.7218 -2.2072 -0.027 -0.202 0.082
H -2.5629 3.9327 -1.2915 0.023 0.022 -0.090
H -3.2042 5.7311 1.6848 0.016 -0.004 -0.039
C -1.5273 1.5232 -2.9250 0.416 -0.732 -0.257
N -0.0842 -2.5300 1.0149 -0.002 0.108 -0.056
N -3.6684 -10.2842 -6.3340 -0.029 0.126 -0.006
C 2.2365 2.6060 2.5508 0.900 0.834 -0.838
O 7.5846 2.7890 -2.4694 0.568 0.123 -0.277
N -0.5062 -4.6228 0.1358 -0.307 0.000 -0.077
H -2.3852 -12.4502 -6.6429 -0.028 0.018 0.000
N 0.6547 1.6710 -1.1560 -0.011 -0.064 0.142
H -5.3041 1.2760 1.2758 0.166 0.219 0.032
N -0.5515 0.6869 1.2522 0.547 0.646 -1.367
O 0.1293 0.0282 4.0548 -0.140 0.066 -0.824
C 1.1474 1.9779 0.0784 0.230 0.254 -0.492
H -1.3294 -12.2233 -5.2940 -0.019 -0.002 0.011
C 0.5640 1.4758 1.2365 0.290 -0.027 1.247
H -0.4973 -5.3616 -4.7063 -0.013 -0.042 -0.009
H -7.9336 -1.9477 2.9730 0.012 -0.014 0.022
C -0.3939 0.9268 -1.1366 0.175 -0.367 -0.521
H 5.4304 2.2002 1.5268 0.165 0.041 -0.044
S -2.1260 2.7779 -3.6209 -0.214 0.083 -0.206
C 7.9566 2.8466 -3.6288 0.065 0.017 -0.051
H -4.1024 -9.4077 -6.1111 -0.007 -0.019 0.028
H -4.2824 4.5318 2.3066 0.011 -0.035 0.021
H 7.7941 0.8594 -4.0154 0.009 0.010 0.006
H 2.2820 3.0814 5.7163 -0.072 -0.021 0.020
H -0.4140 -1.6093 1.2348 0.087 -0.001 0.209
H 6.0556 3.5920 2.4674 0.272 -0.124 -0.199
O -2.2598 -10.0348 -4.5784 -0.047 -0.245 -0.129
H -0.5884 2.0991 5.6495 -0.091 0.112 -0.197
N -3.6710 4.8513 1.5783 -0.100 -0.113 0.003
O 4.1045 5.3810 1.6505 -0.052 -0.052 0.692
H 8.2549 4.8550 -3.6712 0.007 -0.011 0.005
N 4.3460 3.4809 -1.3618 -1.159 -0.414 -0.843
H 4.5403 1.4096 -0.9000 -0.254 0.152 -0.116
N 8.3106 4.0227 -4.2279 -0.022 0.096 0.042
H -1.1355 -5.2748 -0.3096 0.175 -0.073 -0.142
H -0.6975 -7.6967 -4.9277 -0.073 -0.001 -0.018
C 5.5450 3.2839 1.5476 -0.706 0.573 0.322
H 8.6172 4.0926 -5.1790 -0.014 -0.029 -0.005
C 1.1491 1.8240 2.4831 -1.010 -1.318 1.488
H 4.2025 5.3640 -2.3475 -0.194 -0.196 0.138
B 0.5168 1.3284 3.8550 -0.640 0.205 0.506
H -6.3078 1.4140 2.6756 0.013 0.066 -0.024
H 6.0947 3.6220 0.6651 0.184 -0.078 0.201
N -0.6998 -5.4642 -3.7312 0.016 0.143 0.126
N -5.4350 1.1467 2.2620 -0.337 -0.238 0.178
H 2.6721 2.8762 3.5064 -0.044 -0.065 0.057
H 0.8588 -2.7781 1.2445 -0.025 -0.063 0.030
C 2.2882 2.8285 0.1570 -0.073 -0.188 -1.618
H -7.1899 -0.5556 3.6820 0.143 -0.124 0.118
C -0.9926 0.4639 0.0454 -1.477 -0.995 0.301
H 3.2813 5.7023 2.0327 -0.154 0.119 -0.454
C -8.8190 -1.3780 4.7089 0.090 -0.006 -0.036
C 4.7750 4.4374 -2.3725 0.761 0.349 -0.254
H -0.7321 -4.6464 -3.1500 -0.036 -0.008 0.001
H -2.1903 5.3840 -0.4216 -0.033 0.011 0.042
C 2.8336 3.1207 1.3547 0.617 0.835 1.879
C -3.5267 4.0423 0.4861 0.184 0.254 0.057
H 1.3946 4.4461 -1.6844 -0.471 -0.346 -0.450
C 0.2927 2.3578 5.0561 0.694 0.028 -0.477
O 2.1021 3.9867 -2.1523 0.414 0.787 1.031
C -0.9433 -6.6707 -3.1286 0.075 0.019 -0.253
H -9.3756 -0.4735 6.4416 0.003 -0.026 -0.010
N -2.0837 -11.8936 -5.8666 0.104 -0.017 0.038
C 1.5330 2.3426 6.0083 -0.238 -0.129 -0.416
O -2.1199 -3.0259 0.1566 0.057 0.124 -0.033
H 0.4275 -4.9204 0.3424 0.006 0.022 0.017
H 0.1875 3.3496 4.6057 -0.283 0.070 0.407
O -4.6717 0.4884 4.2969 -0.123 0.029 0.105
O -9.6699 -2.2503 4.7295 -0.015 0.029 0.025
O -4.1063 2.9744 0.3814 0.055 -0.080 -0.159
H -2.5915 -0.0895 3.0619 0.057 -0.053 -0.118